(1)
DFT (wB97M-V/def2-TZVPD) results for a 10-piece molecular cluster, C28H56Cl8O6 overall at a distorted geometry.

Cartesian coordinates (Å):
C1 -4.815 1.586 -4.111
C2 -3.514 1.519 -3.305
C3 -3.735 2.679 -2.320
O1 -5.158 2.771 -2.123
C4 -5.826 1.897 -3.016
H1 -5.025 0.751 -4.778
H2 -4.713 2.443 -4.787
H3 -2.648 1.769 -3.929
H4 -3.290 0.549 -2.866
H5 -3.441 3.633 -2.770
H6 -3.234 2.530 -1.364
H7 -6.690 2.399 -3.459
H8 -6.143 0.995 -2.487
C5 -3.242 4.339 2.994
C6 -2.569 5.251 1.920
C7 -2.042 4.274 0.881
O2 -2.793 3.082 1.026
C8 -3.148 2.939 2.402
H9 -4.249 4.726 3.130
H10 -2.717 4.396 3.948
H11 -1.813 5.929 2.310
H12 -3.365 5.853 1.484
H13 -0.969 4.052 0.940
H14 -2.176 4.637 -0.140
H15 -2.303 2.394 2.833
H16 -4.080 2.385 2.473
C9 3.348 -2.290 -2.214
C10 3.015 -3.334 -1.154
C11 3.933 -4.509 -1.472
O3 4.404 -4.297 -2.808
C12 4.527 -2.874 -2.963
H17 3.570 -1.288 -1.838
H18 2.495 -2.156 -2.877
H19 1.967 -3.605 -1.319
H20 3.069 -3.040 -0.104
H21 3.460 -5.492 -1.495
H22 4.778 -4.592 -0.778
H23 4.632 -2.590 -4.009
H24 5.481 -2.615 -2.486
C13 5.518 0.333 1.511
C14 6.017 1.263 0.404
C15 6.627 0.299 -0.617
O4 5.990 -0.967 -0.391
C16 5.061 -0.861 0.703
H25 4.756 0.727 2.184
H26 6.352 0.062 2.161
H27 6.700 2.028 0.776
H28 5.225 1.832 -0.094
H29 7.685 0.194 -0.370
H30 6.387 0.633 -1.624
H31 5.155 -1.780 1.284
H32 4.053 -0.800 0.287
C17 0.192 -0.845 6.045
C18 0.605 -0.245 4.711
C19 -0.748 0.242 4.184
O5 -1.685 -0.724 4.642
C20 -1.122 -1.538 5.680
H33 -0.006 -0.018 6.733
H34 0.928 -1.479 6.539
H35 0.997 -0.982 4.010
H36 1.279 0.608 4.809
H37 -0.679 0.303 3.096
H38 -1.022 1.224 4.580
H39 -0.918 -2.531 5.280
H40 -1.817 -1.528 6.515
C21 0.374 -0.762 -0.710
C22 0.676 0.084 0.522
C23 -0.556 0.992 0.569
O6 -1.396 0.678 -0.554
C24 -1.128 -0.681 -0.923
H41 0.807 -1.758 -0.650
H42 0.823 -0.228 -1.555
H43 1.630 0.604 0.541
H44 0.666 -0.608 1.371
H45 -0.314 2.054 0.521
H46 -1.134 0.822 1.483
H47 -1.426 -0.866 -1.951
H48 -1.582 -1.418 -0.244
Cl1 -0.707 -4.164 0.066
C25 0.228 -5.651 0.176
Cl2 0.354 -6.425 -1.401
H49 1.209 -5.386 0.556
H50 -0.275 -6.338 0.847
Cl3 -0.109 4.078 -2.313
C26 0.447 2.576 -3.006
Cl4 2.064 2.139 -2.391
H51 -0.225 1.776 -2.702
H52 0.465 2.611 -4.090
Cl5 -3.580 -0.611 2.045
C27 -4.073 0.142 0.522
Cl6 -5.110 -0.917 -0.468
H53 -4.618 1.060 0.720
H54 -3.181 0.422 -0.032
Cl7 0.180 -2.734 -4.106
C28 -1.380 -3.485 -3.807
Cl8 -2.704 -2.548 -4.526
H55 -1.335 -4.507 -4.166
H56 -1.601 -3.496 -2.744

**E_HOMO**: -9.153 eV
**Relative energy (zero: lowest compared OMol25 entry of this formula, charge and spin)**: 0.000 eV
**Total charge**: 0
**F_max**: 1.7 eV Å⁻¹
**SMILES**: C1CCOC1.C1CCOC1.C1CCOC1.C1CCOC1.C1CCOC1.C1CCOC1.ClCCl.ClCCl.ClCCl.ClCCl
**Frontier orbital gap**: 0.3486 Ha



(2)
DFT (wB97M-V/def2-TZVPD) results for a 7-piece molecular cluster, C28H56ClFNO6 overall at a distorted geometry.

Cartesian coordinates (Å):
F1 -0.446 -1.585 4.909
C1 -0.716 -1.073 3.652
C2 0.488 -0.400 3.037
C3 0.397 0.955 3.751
Cl1 1.553 2.192 3.350
C4 -1.052 1.303 3.424
N1 -1.677 0.054 3.941
H1 -1.167 -1.891 3.113
H2 1.385 -0.981 3.162
H3 0.215 -0.283 1.994
H4 0.473 0.743 4.809
H5 -1.348 2.167 4.002
H6 -1.165 1.460 2.368
H7 -2.668 -0.104 3.758
H8 -1.586 0.167 4.958
C5 -0.204 2.476 -1.829
C6 1.102 3.253 -1.699
C7 1.728 2.580 -0.482
O1 1.273 1.220 -0.479
C8 0.211 1.073 -1.428
H9 -0.646 2.512 -2.821
H10 -0.937 2.863 -1.115
H11 1.726 3.089 -2.580
H12 0.968 4.326 -1.574
H13 1.391 3.049 0.449
H14 2.818 2.597 -0.504
H15 0.587 0.507 -2.287
H16 -0.605 0.509 -0.974
C9 3.663 -1.406 -0.089
C10 5.124 -1.133 -0.437
C11 5.293 -1.935 -1.722
O2 4.014 -1.930 -2.365
C12 3.021 -1.442 -1.467
H17 3.215 -0.657 0.563
H18 3.572 -2.383 0.395
H19 5.266 -0.068 -0.637
H20 5.826 -1.429 0.341
H21 5.571 -2.973 -1.513
H22 6.036 -1.506 -2.394
H23 2.726 -0.439 -1.790
H24 2.144 -2.092 -1.511
C13 -4.949 1.948 -4.339
C14 -4.073 0.975 -5.123
C15 -2.844 0.885 -4.235
O3 -3.283 1.081 -2.882
C16 -4.636 1.557 -2.902
H25 -6.008 1.876 -4.577
H26 -4.627 2.975 -4.524
H27 -4.562 0.000 -5.186
H28 -3.844 1.305 -6.134
H29 -2.124 1.674 -4.476
H30 -2.339 -0.079 -4.313
H31 -5.286 0.742 -2.563
H32 -4.736 2.393 -2.208
C17 2.548 -1.726 -6.862
C18 2.673 -2.004 -5.368
C19 1.383 -1.403 -4.832
O4 0.407 -1.537 -5.868
C20 1.054 -1.918 -7.089
H33 3.158 -2.378 -7.484
H34 2.829 -0.691 -7.075
H35 2.688 -3.081 -5.190
H36 3.558 -1.574 -4.907
H37 1.506 -0.335 -4.608
H38 1.023 -1.905 -3.932
H39 0.815 -2.967 -7.292
H40 0.665 -1.311 -7.906
C21 -4.136 -1.085 -0.222
C22 -3.258 -2.048 -1.006
C23 -2.014 -2.122 -0.137
O5 -2.454 -1.927 1.224
C24 -3.819 -1.467 1.217
H41 -5.195 -1.166 -0.455
H42 -3.819 -0.058 -0.418
H43 -3.738 -3.028 -1.064
H44 -3.042 -1.714 -2.019
H45 -1.308 -1.326 -0.385
H46 -1.499 -3.079 -0.214
H47 -4.459 -2.283 1.563
H48 -3.924 -0.626 1.910
C25 2.135 1.213 8.457
C26 0.925 0.821 9.303
C27 -0.233 1.311 8.443
O6 0.203 1.205 7.077
C28 1.618 0.962 7.052
H49 3.035 0.646 8.684
H50 2.358 2.273 8.592
H51 0.881 -0.265 9.410
H52 0.925 1.261 10.297
H53 -0.467 2.359 8.649
H54 -1.140 0.721 8.578
H55 1.778 -0.081 6.755
H56 2.082 1.610 6.306

**E_HOMO**: -10.857 eV
**Relative energy (zero: lowest compared OMol25 entry of this formula, charge and spin)**: 0.000 eV
**Total charge**: +1
**F_max**: 1.5 eV Å⁻¹
**Frontier orbital gap**: 0.3036 Ha



(3)
DFT (wB97M-V/def2-TZVPD) results for C28H56N3O17PS6 as an isolated structure at a distorted geometry.

Cartesian coordinates (Å):
C1 3.239 3.456 0.804
C2 1.888 2.819 0.856
O1 1.431 2.355 1.862
N1 1.174 2.849 -0.378
C3 1.655 1.840 -1.337
C4 -0.243 2.904 -0.187
C5 -0.817 4.141 -0.025
P1 0.265 5.591 -0.003
C6 -0.775 7.066 0.300
C7 1.117 5.765 -1.625
C8 -2.223 4.289 0.147
C9 -3.076 3.224 0.162
C10 -4.564 3.458 0.320
C11 -5.426 2.431 -0.375
O2 -5.839 2.606 -1.485
C12 -2.504 1.932 0.030
N2 -3.183 0.776 0.055
S1 -2.088 -0.379 -0.120
N3 -0.757 0.477 -0.232
C13 -1.111 1.777 -0.140
H1 3.171 4.499 1.092
H2 3.589 3.438 -0.228
H3 3.967 2.910 1.391
H4 1.052 1.882 -2.234
H5 1.608 0.840 -0.917
H6 2.697 2.019 -1.581
H7 -1.181 6.944 1.300
H8 -0.187 7.973 0.287
H9 -1.635 7.138 -0.367
H10 0.916 6.742 -2.054
H11 2.181 5.655 -1.458
H12 0.834 4.976 -2.314
H13 -2.622 5.283 0.263
H14 -4.789 4.406 -0.155
H15 -4.843 3.505 1.372
H16 -5.697 1.519 0.171
O3 -6.487 -1.663 2.802
S2 -5.421 -2.442 2.250
O4 -5.311 -2.612 0.834
O5 -5.411 -3.866 2.951
C14 -6.648 -4.613 2.977
C15 -6.939 -5.285 1.650
C16 -3.882 -1.871 2.878
H17 -7.467 -3.959 3.282
H18 -6.514 -5.362 3.755
H19 -7.159 -4.553 0.874
H20 -7.798 -5.948 1.751
H21 -6.078 -5.866 1.320
H22 -3.947 -1.787 3.959
H23 -3.697 -0.896 2.432
H24 -3.103 -2.572 2.587
O6 4.975 1.226 -1.836
S3 6.346 1.436 -1.477
O7 6.720 2.576 -0.700
O8 7.233 1.383 -2.789
C17 6.855 2.228 -3.896
C18 7.280 3.668 -3.691
C19 6.984 -0.013 -0.715
H25 5.781 2.147 -4.071
H26 7.360 1.806 -4.762
H27 6.720 4.135 -2.881
H28 7.105 4.240 -4.602
H29 8.337 3.722 -3.434
H30 6.740 -0.875 -1.330
H31 6.514 -0.102 0.262
H32 8.060 0.094 -0.608
O9 -5.737 -9.889 6.216
S4 -5.254 -8.545 6.280
O10 -5.502 -7.639 5.202
O11 -3.696 -8.573 6.589
C20 -2.860 -9.392 5.745
C21 -2.568 -8.733 4.411
C22 -5.768 -7.800 7.789
H33 -3.318 -10.373 5.615
H34 -1.939 -9.533 6.306
H35 -3.466 -8.663 3.799
H36 -1.825 -9.314 3.864
H37 -2.190 -7.722 4.558
H38 -5.532 -8.472 8.609
H39 -6.842 -7.645 7.721
H40 -5.255 -6.849 7.902
O12 -7.838 3.094 -6.539
S5 -8.484 1.837 -6.313
O13 -9.901 1.780 -6.123
O14 -7.762 1.094 -5.115
C23 -7.586 1.817 -3.871
C24 -8.862 1.861 -3.056
C25 -8.030 0.705 -7.581
H41 -7.206 2.818 -4.073
H42 -6.816 1.282 -3.326
H43 -9.624 2.471 -3.541
H44 -8.656 2.286 -2.074
H45 -9.274 0.859 -2.933
H46 -6.949 0.717 -7.690
H47 -8.509 1.040 -8.499
H48 -8.386 -0.285 -7.310
O15 11.136 -1.128 -0.165
S6 11.609 0.223 -0.162
O16 11.379 1.072 -1.288
O17 13.158 0.220 0.186
C26 14.020 -0.636 -0.594
C27 14.343 -0.044 -1.951
C28 11.050 1.038 1.295
H49 13.570 -1.625 -0.685
H50 14.927 -0.742 -0.003
H51 13.461 -0.011 -2.589
H52 15.103 -0.647 -2.448
H53 14.712 0.976 -1.847
H54 11.271 0.411 2.154
H55 9.976 1.181 1.194
H56 11.551 1.999 1.371

**E_HOMO**: -7.519 eV
**Total charge**: 0
**F_max**: 2.2 eV Å⁻¹
**Frontier orbital gap**: 0.2541 Ha



(4)
DFT (wB97M-V/def2-TZVPD) results for a 9-piece molecular cluster, C28H57Cl16FN3O5S2Si overall at a distorted geometry.

Cartesian coordinates (Å):
C1 4.154 1.087 -0.949
Si1 2.403 0.672 -0.434
C2 2.188 -1.184 -0.390
C3 2.235 1.252 1.348
N1 1.156 1.510 -1.481
C4 0.573 2.744 -1.252
C5 0.813 3.755 -0.179
S1 2.417 4.527 -0.489
O1 2.694 4.376 -1.888
O2 2.364 5.865 0.004
N2 -0.325 3.039 -2.155
N3 -0.304 1.979 -3.009
C6 -1.187 1.979 -4.166
C7 -2.709 1.912 -3.855
C8 -3.128 1.489 -2.442
S2 -3.817 2.851 -1.499
O3 -3.341 4.103 -1.991
O4 -5.230 2.686 -1.505
O5 -3.358 2.643 0.002
C9 0.587 1.083 -2.642
C10 0.900 -0.157 -3.387
C11 1.556 0.253 -4.762
C12 1.044 -0.547 -5.948
F1 2.092 -0.686 -6.844
H1 4.820 0.381 -0.466
H2 4.404 2.060 -0.534
H3 4.307 1.140 -2.016
H4 1.434 -1.598 -1.045
H5 1.863 -1.410 0.619
H6 3.156 -1.653 -0.523
H7 1.181 1.440 1.530
H8 2.812 2.137 1.578
H9 2.484 0.407 1.980
H10 0.727 3.365 0.843
H11 0.108 4.565 -0.317
H12 3.345 3.810 0.194
H13 -0.917 1.141 -4.791
H14 -0.992 2.898 -4.703
H15 -3.114 1.157 -4.516
H16 -3.177 2.859 -4.081
H17 -3.971 0.820 -2.541
H18 -2.380 0.943 -1.877
H19 -2.394 2.693 0.074
H20 -0.034 -0.661 -3.610
H21 1.611 -0.776 -2.871
H22 2.629 0.132 -4.678
H23 1.396 1.309 -4.945
H24 0.685 -1.544 -5.708
H25 0.277 0.011 -6.480
Cl1 1.726 -2.445 2.941
C13 2.234 -4.144 3.149
C14 2.915 -4.690 1.922
Cl2 1.795 -4.865 0.546
H26 1.351 -4.721 3.408
H27 2.921 -4.170 3.993
H28 3.314 -5.679 2.139
H29 3.735 -4.051 1.603
Cl3 -1.782 0.027 2.589
C15 -2.827 -1.410 2.399
C16 -2.029 -2.652 2.099
Cl4 -1.284 -2.582 0.483
H30 -3.545 -1.198 1.612
H31 -3.366 -1.537 3.336
H32 -2.681 -3.523 2.115
H33 -1.235 -2.803 2.826
Cl5 -1.604 -2.452 -5.053
C17 -2.072 -3.724 -6.232
C18 -2.739 -3.153 -7.455
Cl6 -4.347 -2.498 -7.075
H34 -2.715 -4.433 -5.718
H35 -1.153 -4.234 -6.515
H36 -2.880 -3.936 -8.197
H37 -2.142 -2.361 -7.902
Cl7 -5.958 -2.685 -0.604
C19 -7.062 -2.385 -1.974
C20 -6.626 -3.116 -3.218
Cl8 -5.106 -2.449 -3.876
H38 -7.109 -1.311 -2.133
H39 -8.049 -2.732 -1.672
H40 -7.383 -3.011 -3.992
H41 -6.471 -4.174 -3.029
Cl9 -1.320 2.947 5.709
C21 -1.434 4.371 4.647
C22 -1.891 3.971 3.271
Cl10 -0.627 2.991 2.448
H42 -0.463 4.857 4.623
H43 -2.152 5.058 5.090
H44 -2.074 4.850 2.657
H45 -2.801 3.378 3.302
Cl11 1.963 -0.576 5.919
C23 1.338 0.545 7.159
C24 2.294 0.713 8.311
Cl12 2.431 -0.773 9.287
H46 0.375 0.170 7.494
H47 1.182 1.503 6.667
H48 1.933 1.497 8.974
H49 3.289 0.982 7.970
Cl13 4.703 1.387 -4.629
C25 5.301 2.000 -6.199
C26 4.482 3.162 -6.697
Cl14 2.833 2.673 -7.167
H50 5.298 1.172 -6.902
H51 6.330 2.316 -6.043
H52 4.953 3.585 -7.582
H53 4.398 3.941 -5.944
Cl15 0.916 -5.240 13.284
C27 1.470 -4.386 11.822
C28 0.687 -3.126 11.566
Cl16 -1.000 -3.463 11.096
H54 1.397 -5.075 10.984
H55 2.519 -4.138 11.976
H56 1.137 -2.573 10.744
H57 0.668 -2.485 12.443

**E_HOMO**: -11.738 eV
**Total charge**: +1
**F_max**: 1.9 eV Å⁻¹
**Frontier orbital gap**: 0.3519 Ha



- Among the records above, which one has the lowest F_max?
  C28H56ClFNO6



- Which formula does entry 1 have?
  C28H56Cl8O6



- Among the records above, which one has the highest frontier orbital gap?
  C28H57Cl16FN3O5S2Si



- Number 3 is which compound?
  C28H56N3O17PS6